1.
Molecular formula: C15H44BrNO5PS
Method: DFT, ωB97M-V/def2-TZVPD

Summary:
Charge = +1
Multiplicity = 1

Each line ends with the natural charge from an NBO analysis.
Atoms and positions in Å:
S: 2.18079 -0.04908 0.44490  -0.391
P: 3.84997 0.89745 0.26254  0.889
N: 3.73511 2.63188 0.76396  -0.895
Br: 5.49899 3.34454 1.00441  0.336
H: 4.41214 0.77869 -1.03340  0.060
H: 4.80589 0.35332 1.15898  0.033
H: 3.28944 2.65583 1.68807  0.482
H: 3.22547 3.21190 0.09798  0.471
C: -1.48413 -0.98586 -1.77423  -0.631
C: -2.12414 0.29193 -1.25720  0.091
C: -1.73436 1.49295 -2.10455  -0.629
O: -1.73204 0.50458 0.10075  -0.719
H: -0.39382 -0.90731 -1.73819  0.192
H: -1.76919 -1.83718 -1.15368  0.219
H: -1.77879 -1.19067 -2.80347  0.224
H: -3.20947 0.18714 -1.25333  0.182
H: -0.64989 1.64065 -2.08361  0.187
H: -2.19402 2.40272 -1.71493  0.217
H: -2.04399 1.36359 -3.14202  0.221
H: -0.77784 0.58120 0.09132  0.447
C: 0.04326 -4.65174 -3.66692  -0.631
C: 1.33388 -3.86445 -3.82966  0.093
C: 2.51767 -4.60331 -3.22374  -0.630
O: 1.20058 -2.57522 -3.22750  -0.723
H: -0.18508 -4.80146 -2.60773  0.198
H: -0.79428 -4.10779 -4.10457  0.220
H: 0.11195 -5.62898 -4.14624  0.218
H: 1.52050 -3.68632 -4.88906  0.180
H: 2.36801 -4.75195 -2.14983  0.193
H: 3.43470 -4.02395 -3.34746  0.209
H: 2.65721 -5.57929 -3.69017  0.220
H: 1.03418 -2.70653 -2.29112  0.455
C: -2.34384 3.05713 2.94773  -0.638
C: -0.96983 3.68357 2.78603  0.092
C: -0.93474 4.64589 1.60873  -0.628
O: 0.02010 2.66074 2.60868  -0.744
H: -2.61007 2.48031 2.05848  0.209
H: -2.35110 2.36762 3.79297  0.218
H: -3.10815 3.81284 3.10960  0.239
H: -0.69953 4.21515 3.69940  0.176
H: -1.16033 4.11877 0.67652  0.198
H: 0.05913 5.08831 1.50168  0.193
H: -1.66010 5.44988 1.73309  0.227
H: -0.20811 2.18137 1.80848  0.458
C: 6.09434 -4.01847 0.36150  -0.632
C: 5.41749 -3.20062 -0.72570  0.095
C: 6.23564 -3.18071 -2.00614  -0.634
O: 5.19850 -1.85790 -0.26264  -0.755
H: 7.06910 -3.59167 0.61467  0.200
H: 5.49420 -4.01914 1.27219  0.221
H: 6.24289 -5.04975 0.04268  0.227
H: 4.42993 -3.61361 -0.93184  0.187
H: 7.21532 -2.72680 -1.83061  0.200
H: 5.73542 -2.58722 -2.77316  0.218
H: 6.38783 -4.18849 -2.39174  0.228
H: 6.06022 -1.47530 -0.07368  0.456
C: -6.46361 1.57837 3.91341  -0.630
C: -6.60500 2.91429 3.20033  0.094
C: -7.82127 2.93350 2.28754  -0.630
O: -5.42170 3.19504 2.44959  -0.725
H: -6.32919 0.76906 3.19020  0.197
H: -5.58666 1.58120 4.56212  0.216
H: -7.34374 1.35733 4.51867  0.215
H: -6.69210 3.71282 3.93813  0.176
H: -7.73145 2.16792 1.51172  0.197
H: -7.90643 3.89658 1.78324  0.219
H: -8.73975 2.75104 2.84699  0.215
H: -5.32214 2.50368 1.79080  0.458

=====

2.
Molecular formula: C6H8N
Method: DFT, ωB97M-V/def2-TZVPD

Summary:
Charge = +1
Multiplicity = 1
Energy above the lowest of the compared OMol25 structures with the same formula, charge and spin = 539.35 kJ/mol

Each line ends with the natural charge from an NBO analysis.
Atoms and positions in Å:
C: 1.41978 1.17814 0.42039  -0.087
C: 1.98224 -0.07713 -0.14716  -0.046
C: -1.27213 0.96308 -0.53707  -0.392
C: -0.30634 -1.22115 0.34772  -0.215
C: -0.99473 0.12053 0.65322  -0.224
C: 0.17288 0.80765 -0.16517  0.090
N: 0.68136 -0.47839 -0.63823  -0.382
H: 1.74929 1.90289 1.09984  0.260
H: 2.77397 -0.68847 -0.09596  0.231
H: -1.45914 0.54597 -1.53527  0.234
H: -1.78969 1.91374 -0.41247  0.284
H: 0.12281 -1.58918 1.35984  0.272
H: -0.90091 -2.03105 -0.18086  0.255
H: -1.43114 0.43566 1.66584  0.280
H: 0.55167 -0.59379 -1.61489  0.440

=====

3.
Molecular formula: C47H103N5O7
Method: DFT, ωB97M-V/def2-TZVPD

Summary:
Multiplicity = 1
Energy above the lowest of the compared OMol25 structures with the same formula, charge and spin = 290.92 kJ/mol

Each line ends with the Mulliken charge.
Atoms and positions in Å:
C: 13.93386 16.29832 15.67016  -1.588
C: 14.67436 17.56592 15.13634  1.844
C: 14.40103 17.87236 13.60364  -1.639
C: 14.19435 18.79500 15.94964  -1.374
C: 14.76920 18.91692 17.36250  -0.589
C: 16.34540 18.88154 17.29398  -1.419
C: 16.88235 17.63994 16.54182  1.237
C: 18.42926 17.91146 16.28118  -1.875
C: 16.76802 16.54036 17.63284  -1.536
N: 16.15268 17.45734 15.26102  -0.048
O: 16.60941 16.42310 14.53498  0.700
H: 14.51617 15.42792 15.36778  0.046
H: 13.87138 16.29390 16.75837  0.308
H: 12.93984 16.22392 15.22916  0.567
H: 14.40706 18.90986 13.26948  0.315
H: 15.07754 17.29262 12.97568  0.188
H: 13.43508 17.47117 13.29692  0.360
H: 14.53037 19.68185 15.41234  0.495
H: 13.10685 18.83814 16.00950  0.319
H: 14.53701 19.90394 17.76250  0.408
H: 14.46583 18.08910 18.00342  0.333
H: 16.77255 18.93926 18.29515  0.442
H: 16.61448 19.82659 16.82220  0.435
H: 18.65364 18.67773 15.53918  0.332
H: 18.86042 16.96164 15.96490  0.344
H: 18.87889 18.20982 17.22824  0.432
H: 15.74671 16.24917 17.87824  0.294
H: 17.22627 16.73576 18.60234  0.430
H: 17.27616 15.64662 17.27073  0.345
H: 17.01693 16.92810 13.82752  -0.287
C: 18.49459 19.06670 9.98650  -1.691
C: 18.53610 17.66421 9.32926  1.578
C: 17.35712 17.70618 8.22096  -2.028
C: 19.86584 17.43063 8.54916  -1.083
C: 21.06664 17.09395 9.40204  -0.852
C: 20.82064 15.89932 10.33796  -1.456
C: 19.46311 15.97870 11.12560  2.081
C: 19.15094 14.55736 11.55254  -2.499
C: 19.66210 16.82602 12.35520  -0.878
N: 18.37203 16.54056 10.27305  0.324
O: 17.07497 16.50458 10.89094  0.750
H: 18.23462 19.91599 9.35468  0.440
H: 17.73484 19.05179 10.76794  0.245
H: 19.42801 19.21855 10.52850  0.338
H: 17.06132 16.71262 7.88414  0.344
H: 16.48910 18.20164 8.65589  0.382
H: 17.49052 18.26872 7.29692  0.459
H: 19.63684 16.65132 7.82228  0.415
H: 20.22714 18.32346 8.03886  0.366
H: 21.91432 17.03126 8.71968  0.448
H: 21.35842 17.91733 10.05396  0.321
H: 21.57954 15.85518 11.11914  0.485
H: 20.97490 14.96350 9.80082  0.459
H: 19.96189 14.26316 12.21880  0.628
H: 19.15522 13.75932 10.81010  0.534
H: 18.21872 14.56302 12.11738  0.168
H: 18.82087 16.95897 13.03546  -0.496
H: 19.98695 17.84284 12.13464  0.395
H: 20.44952 16.54630 13.05508  0.482
H: 16.64827 15.93448 10.24710  -0.320
C: 13.64111 14.53586 11.52666  -0.898
C: 13.94779 13.51028 10.38520  2.518
C: 14.72037 12.22672 10.86624  -2.107
C: 12.57260 13.05454 9.78508  -1.269
C: 11.82338 14.16608 9.06866  -0.779
C: 12.58487 14.69078 7.85176  -1.129
C: 14.03076 14.99794 8.24756  1.766
C: 14.80195 14.83872 6.90320  -2.086
C: 14.15722 16.43934 8.78510  -1.201
N: 14.68754 14.09694 9.19882  0.063
O: 16.07446 14.25540 9.34564  -0.527
H: 14.55435 14.97028 11.93330  -0.130
H: 13.12966 15.40538 11.11380  0.301
H: 12.98681 14.24670 12.34908  -0.396
H: 14.65522 11.47800 10.07676  0.565
H: 15.75297 12.31916 11.20282  0.277
H: 14.34109 11.81486 11.80144  0.182
H: 12.76977 12.25458 9.07146  0.363
H: 11.86280 12.63418 10.49752  0.462
H: 10.94878 13.61376 8.72496  0.552
H: 11.34897 14.93248 9.68156  0.351
H: 12.03702 15.52726 7.41786  0.369
H: 12.49442 13.83426 7.18370  0.374
H: 15.88672 14.80420 7.00412  0.363
H: 14.55720 15.63928 6.20512  0.375
H: 14.64247 13.83924 6.49854  0.497
H: 14.14400 17.24317 8.04905  0.499
H: 15.08005 16.62600 9.33433  -0.226
H: 13.34650 16.64878 9.48294  0.416
H: 16.41908 13.44170 8.97050  0.334
C: 12.49730 10.33784 15.92232  -1.949
C: 12.04479 11.77110 16.21845  2.112
C: 13.03789 12.44394 17.17754  -1.893
C: 12.16738 12.51240 14.88684  -0.049
C: 10.95347 12.39064 14.02278  -0.546
C: 9.74186 12.92822 14.85248  -1.324
C: 9.38702 12.03318 16.09612  1.513
C: 8.43715 12.89284 16.91622  -2.022
C: 8.75023 10.67450 15.69260  -1.646
N: 10.66988 11.91460 16.84060  0.486
O: 10.53311 11.10824 17.97127  -0.535
H: 11.90526 9.73516 15.23360  0.333
H: 13.54773 10.25136 15.64440  0.331
H: 12.34512 9.74366 16.82336  0.470
H: 12.85692 13.50620 17.34180  0.399
H: 13.13816 11.89396 18.11325  0.506
H: 14.04212 12.33002 16.76932  0.249
H: 12.50056 13.53270 15.07672  -0.370
H: 12.94917 12.07598 14.26520  -0.089
H: 11.12193 12.91734 13.08346  0.118
H: 10.71158 11.35596 13.77988  0.422
H: 8.93495 12.77406 14.13608  0.550
H: 9.85383 13.97192 15.14618  0.278
H: 8.23157 12.40860 17.87085  0.423
H: 7.50062 13.10116 16.39890  0.375
H: 8.93822 13.79940 17.25556  0.423
H: 9.50346 9.95894 15.36286  0.360
H: 8.02149 10.67170 14.88202  0.341
H: 8.27899 10.19964 16.55314  0.365
H: 10.58589 11.81814 18.61538  0.377
C: 19.12123 9.08482 7.40566  -1.722
C: 19.55207 8.60542 8.91920  1.173
C: 19.45553 7.07110 9.09034  -1.569
C: 21.01728 9.08130 9.07314  -0.993
C: 21.51830 9.30390 10.49110  -0.820
C: 20.60587 10.11862 11.37092  -0.795
C: 19.15588 9.56730 11.27578  1.490
C: 19.12334 8.29339 12.23274  -1.655
C: 18.20081 10.63616 11.97340  -2.008
N: 18.70620 9.32928 9.90316  0.393
O: 17.29456 9.11052 9.70539  -0.380
H: 18.07484 8.87053 7.18826  0.377
H: 19.12189 10.17188 7.32562  0.406
H: 19.68794 8.61527 6.60164  0.350
H: 20.15279 6.63866 8.37276  0.455
H: 19.80406 6.77972 10.08116  0.310
H: 18.42129 6.74858 8.97020  0.337
H: 21.71601 8.38526 8.60903  0.388
H: 21.09205 10.05184 8.58266  0.423
H: 21.55609 8.30822 10.93302  0.292
H: 22.50186 9.75771 10.36962  0.403
H: 20.71653 11.15174 11.04148  0.167
H: 21.04935 10.05036 12.36428  0.409
H: 18.27987 7.68012 11.91562  0.287
H: 18.95819 8.63496 13.25458  0.445
H: 20.04075 7.70696 12.28334  0.318
H: 18.54523 11.01534 12.93554  0.463
H: 17.17823 10.28472 12.11092  0.579
H: 18.18446 11.54420 11.37064  0.106
H: 17.12362 8.29487 10.18196  0.341
C: 17.64735 10.85176 17.06777  0.165
O: 17.99848 9.55452 17.60305  -0.545
H: 16.57045 11.00328 17.14148  0.020
H: 18.05517 11.73608 17.55742  0.238
H: 17.78676 10.86258 15.98676  -0.146
H: 18.88942 9.33240 17.32286  0.304
C: 16.44806 13.13814 14.18704  0.360
O: 16.34501 13.67558 15.50268  -0.513
H: 15.90573 13.73436 13.45322  -0.385
H: 17.50915 13.05178 13.95314  0.258
H: 16.00095 12.14762 14.10316  0.367
H: 16.53480 14.61544 15.45516  -0.146

=====

4.
Molecular formula: H22O11
Method: DFT, ωB97M-V/def2-TZVPD

Summary:
Multiplicity = 1
Energy above the lowest of the compared OMol25 structures with the same formula, charge and spin = 540.95 kJ/mol

Each line ends with the natural charge from an NBO analysis.
Atoms and positions in Å:
O: -1.18693 0.04230 -0.16450  -0.945
H: -1.20591 -0.72623 0.41688  0.471
H: -0.61140 0.66690 0.29117  0.485
O: -2.71999 -1.43982 -3.72862  -0.928
H: -2.19365 -1.32663 -2.92916  0.455
H: -2.38900 -2.25927 -4.11325  0.469
O: -2.29776 2.63502 2.14509  -0.907
H: -2.48700 3.52837 1.83670  0.444
H: -1.54507 2.74572 2.73686  0.466
O: 1.89257 0.12175 3.55713  -0.920
H: 1.19503 0.40318 4.15981  0.475
H: 1.49119 0.19395 2.68382  0.447
O: 3.52402 1.47817 1.26777  -0.927
H: 2.67452 1.03834 1.38562  0.457
H: 4.07273 0.81577 0.83289  0.472
O: -0.09041 -1.14729 -1.87588  -0.916
H: 0.02537 -1.99016 -1.42294  0.442
H: -0.98851 -0.88072 -1.64926  0.465
O: -3.04081 -3.72854 -0.37832  -0.915
H: -2.60931 -4.29518 0.27108  0.459
H: -2.31398 -3.24685 -0.78903  0.456
O: -0.85366 2.69099 0.79608  -0.944
H: -1.20326 3.58260 0.68745  0.465
H: -1.27814 2.18547 0.09376  0.477
O: 2.28073 0.63736 -2.89857  -0.930
H: 2.23602 1.49690 -3.33237  0.473
H: 2.80077 0.80243 -2.10403  0.457
O: 2.43942 3.41735 -1.00981  -0.945
H: 2.31505 2.72617 -0.34967  0.478
H: 3.38917 3.41665 -1.17401  0.465
O: -0.43017 -4.83801 1.83100  -0.920
H: -1.17681 -4.26008 1.63730  0.452
H: 0.28518 -4.48661 1.28898  0.468

=====

no.,frontier orbital gap (eV)
1,5.8
2,9.8
3,8.6
4,8.6